Below is one molecule with the formula C6H8ClN in a non-equilibrium geometry, with properties calculated with ωB97M-V/def2-TZVPD.

Its total energy is -748.22103 a.u. The calculation puts the HOMO energy at -0.3052 Eh. The HOMO-LUMO gap is 8.55 eV. The calculation puts the relative energy (zero: lowest compared OMol25 entry of this formula, charge and spin) at 79.72 kcal per mole. The SMILES is N[C@@H]1C=CC=C1CCl. The calculation puts the maximum force at 6.9 eV/A.

Geometry as ORCA input:
```
! RIJCOSX wB97M-V def2-TZVPD def2/J DEFGRID3
* xyz 0 1
N -1.6169 -0.1332 0.6708
C -0.1814 -0.7337 0.6758
C 0.6853 -0.0311 1.8815
C 1.2292 1.1676 1.2532
C 1.0715 1.3024 -0.2198
C 0.3581 0.1365 -0.5413
C -0.0744 -0.2962 -2.0292
Cl -0.5389 -2.0763 -2.2730
H -1.9775 -0.2851 1.6234
H -2.3455 -0.7876 0.1216
H -0.0769 -1.7884 0.4514
H 0.3878 -0.5042 2.7701
H 1.6279 2.1184 1.8963
H 1.7521 1.8199 -0.8415
H -0.8818 0.2006 -2.5057
H 0.5815 -0.1094 -2.9335
*
```

Below is C37H56N2OP2S3W as an isolated structure in a non-equilibrium geometry, with properties calculated with ωB97M-V/def2-TZVPD.

Its total energy is -3572.62407 a.u. The calculation puts the HOMO energy (alpha / beta) at -0.2348 / -0.2591 Eh. The HOMO-LUMO gap (alpha / beta) is 6.17 / 6.35 eV. The calculation puts the relative energy (zero: lowest compared OMol25 entry of this formula, charge and spin) at 3.13 kcal per mole. The calculation puts the maximum force at 1.3 eV/A.

Geometry as ORCA input:
```
! RIJCOSX wB97M-V def2-TZVPD def2/J DEFGRID3
* xyz 0 3
W 0.7921 0.1494 -0.3360
C -2.2529 -0.7714 2.2446
C -2.4270 0.7121 1.9123
C -3.7549 0.8542 1.1583
P -1.0648 1.4934 0.8983
C -1.6728 3.2213 0.5578
C -2.1855 3.8887 1.8406
C -2.6915 3.4686 -0.5598
C 0.4421 1.9136 1.8590
C 0.9577 3.1904 2.1194
C 2.2030 3.3644 2.6885
C 2.7636 4.7377 2.9290
C 2.9598 2.2224 3.0069
C 2.4973 0.9640 2.7216
C 1.2335 0.7898 2.1273
N 0.7398 -0.4668 1.7432
C 0.8952 -1.4670 2.7517
C 1.3534 -2.7660 2.4958
C 1.7118 -3.2661 1.1313
C 1.4764 -3.6884 3.5355
C 1.1794 -3.3871 4.8482
C 1.3536 -4.3897 5.9557
C 0.7292 -2.0992 5.0994
C 0.5769 -1.1448 4.1034
C 0.0640 0.1982 4.5812
H -3.2066 -1.1464 2.6252
H -1.4964 -0.9767 2.9886
H -2.0004 -1.3520 1.3602
H -2.5004 1.2863 2.8405
H -3.7478 0.2710 0.2369
H -4.0222 1.8765 0.9224
H -4.5476 0.4486 1.7900
H -0.7350 3.6856 0.2348
H -3.1944 3.5350 2.0632
H -2.2457 4.9700 1.6948
H -1.5665 3.6972 2.7143
H -3.7125 3.4575 -0.1833
H -2.6340 2.7570 -1.3744
H -2.5238 4.4653 -0.9753
H 0.3933 4.0775 1.8690
H 2.0180 5.5086 2.7350
H 3.6162 4.9175 2.2703
H 3.1118 4.8498 3.9573
H 3.9410 2.3424 3.4527
H 3.0964 0.0869 2.9293
H 2.2057 -2.5103 0.5297
H 0.8156 -3.5976 0.6061
H 2.3770 -4.1255 1.2121
H 1.8347 -4.6828 3.2894
H 1.3415 -5.4091 5.5701
H 0.5603 -4.2970 6.6985
H 2.3051 -4.2421 6.4719
H 0.4695 -1.8210 6.1160
H -0.4638 0.0622 5.5252
H -0.6191 0.6700 3.8817
H 0.8771 0.9071 4.7551
S 3.1482 -0.3040 -0.2318
C 3.9831 1.2332 -0.2323
C 5.3179 1.3100 0.1675
C 5.9718 2.5290 0.1841
C 5.3035 3.6860 -0.2109
C 3.9833 3.6150 -0.6180
C 3.3157 2.3903 -0.6196
S 1.6424 2.2837 -1.1278
H 5.8289 0.4056 0.4742
H 7.0049 2.5799 0.5037
H 5.8128 4.6415 -0.2005
H 3.4520 4.5082 -0.9259
O 0.1214 -3.2950 -2.9836
S 0.9808 -2.8711 -1.8600
N 0.6450 -1.5436 -1.2307
C -2.8808 -0.4745 -3.8023
C -2.1873 -0.1265 -2.4802
C -2.3176 -1.3553 -1.5807
P -0.4671 0.6017 -2.5978
C -0.7866 2.3580 -3.2023
C -2.1179 2.6419 -3.9065
C 0.3025 2.9564 -4.1140
C 0.3770 -0.2991 -3.9794
C -0.1011 0.0293 -5.4027
C 1.9039 -0.2217 -3.9324
H -3.8897 -0.8286 -3.5757
H -2.3581 -1.2909 -4.3032
H -2.9774 0.3579 -4.4908
H -2.7352 0.6926 -1.9962
H -1.8676 -2.2299 -2.0493
H -3.3810 -1.5597 -1.4267
H -1.8510 -1.2169 -0.6116
H -0.7559 2.9244 -2.2699
H -2.1123 2.2346 -4.9174
H -2.2272 3.7246 -4.0057
H -3.0006 2.2635 -3.3958
H 0.1258 2.6827 -5.1513
H 1.3131 2.6809 -3.8339
H 0.2330 4.0455 -4.0528
H 0.0850 -1.3289 -3.7686
H 0.5209 0.8031 -5.8484
H -1.1371 0.3484 -5.4664
H 0.0040 -0.8622 -6.0247
H 2.2600 0.7875 -4.1473
H 2.3070 -0.8855 -4.7015
H 2.3234 -0.5170 -2.9725
*
```

Below is C34H34N9SSbTi as an isolated structure in a non-equilibrium geometry, with properties calculated with ωB97M-V/def2-TZVPD.

Its total energy is -3295.93440 a.u. The calculation puts the HOMO energy (alpha / beta) at -0.6001 / -0.6008 Eh. The HOMO-LUMO gap (alpha / beta) is 7.58 / 7.49 eV. The calculation puts the relative energy (zero: lowest compared OMol25 entry of this formula, charge and spin) at 31.74 kcal per mole. The calculation puts the maximum force at 3.2 eV/A.

Geometry as ORCA input:
```
! RIJCOSX wB97M-V def2-TZVPD def2/J DEFGRID3
* xyz 3 2
Ti -0.7109 0.0383 -0.0934
C -1.1064 1.0058 -4.7826
C -1.3256 2.3412 -4.8139
C -1.1982 3.0366 -3.6147
C -1.0385 2.3612 -2.4176
N -0.9824 1.0138 -2.3203
C -1.0406 0.3803 -3.5223
C -0.9697 2.9885 -1.0876
C -0.7239 4.3709 -0.8614
C -0.8471 4.8454 0.4343
C -1.2704 4.0330 1.4691
C -1.4373 2.6536 1.1549
N -1.1343 2.2128 -0.0381
C -2.0488 1.6448 2.0303
C -2.4787 1.9720 3.3158
C -3.1403 1.0055 4.0697
C -3.4710 -0.2025 3.4191
C -2.9422 -0.4399 2.1703
N -2.2033 0.4163 1.4996
H -0.9949 0.3656 -5.6062
H -1.4711 2.8385 -5.7201
H -1.1005 4.0865 -3.6429
H -0.9556 -0.6735 -3.3825
H -0.4362 5.0193 -1.6481
H -0.7534 5.9073 0.5314
H -1.4326 4.4231 2.4893
H -2.3087 2.9441 3.6579
H -3.4656 1.1923 5.1072
H -4.1171 -0.8961 3.9640
H -3.1735 -1.3879 1.7439
C 2.0532 2.5993 0.5290
C 1.9640 1.8770 -0.7917
C 2.5106 2.5078 -1.9162
C 2.6748 1.7236 -3.0839
C 2.3172 0.3829 -3.0599
C 1.7803 -0.1869 -1.9136
N 1.5349 0.5992 -0.8439
Sb 1.7980 -2.3612 -1.9752
C -0.3767 -2.6621 -1.6230
C -0.8224 -3.9028 -1.9764
C -2.1942 -4.1175 -2.1665
C -3.1054 -3.0743 -2.0739
C -2.6505 -1.8736 -1.5448
C -3.6644 -0.7712 -1.2777
N -1.3372 -1.6670 -1.3393
C 2.7734 -2.7403 -0.0842
C 3.6123 -3.8605 -0.1750
C 4.4057 -4.1856 0.8980
C 4.4564 -3.2955 1.9805
C 3.6454 -2.1585 1.9380
C 3.6876 -1.2640 3.1746
N 2.7980 -1.8918 0.9544
H 2.6250 3.4777 0.3999
H 1.1192 2.9149 0.9627
H 2.6363 1.9977 1.1998
H 2.8948 3.5210 -1.9066
H 3.0696 2.1240 -4.0077
H 2.4846 -0.2432 -3.9047
H -0.0973 -4.6975 -2.0732
H -2.5035 -5.0765 -2.5197
H -4.1909 -3.1869 -2.3732
H -4.6509 -1.2001 -1.2713
H -3.6476 -0.1182 -0.3893
H -3.6880 -0.0636 -2.0698
H 3.5486 -4.5059 -1.0005
H 5.0625 -5.1108 0.9135
H 4.9890 -3.6293 2.8881
H 4.6483 -0.9672 3.3158
H 3.1336 -0.3414 3.0361
H 3.3531 -1.8104 4.0535
N 0.6297 0.1947 1.7178
N 0.1927 -0.5138 2.8726
C -0.2122 -1.7665 2.6684
N -0.3177 -2.5852 3.7509
S -0.5617 -2.3939 1.1631
H 1.4912 -0.2096 1.3166
H 0.7434 1.1498 2.0026
H 0.7011 -0.4210 3.7129
H -0.2428 -2.2463 4.7494
H -0.7923 -3.4665 3.6578
*
```

Below is a 2-piece molecular cluster, C6H14N2O2 overall in a non-equilibrium geometry, with properties calculated with ωB97M-V/def2-TZVPD.

Its total energy is -497.01693 a.u. The calculation puts the HOMO energy at -0.3464 Eh. The HOMO-LUMO gap is 10.13 eV. The calculation puts the relative energy (zero: lowest compared OMol25 entry of this formula, charge and spin) at 25.47 kcal per mole. The SMILES is CNC(C)=O.CNC(C)=O. The calculation puts the maximum force at 1.8 eV/A.

Geometry as ORCA input:
```
! RIJCOSX wB97M-V def2-TZVPD def2/J DEFGRID3
* xyz 0 1
C 2.3754 2.0931 0.7198
N 1.5559 2.1236 -0.4930
C 1.6625 1.2374 -1.5214
C 1.0130 1.7445 -2.7818
O 2.0835 0.1103 -1.3509
H 2.8034 3.0656 0.9351
H 1.7372 1.7347 1.5235
H 3.2486 1.4774 0.4985
H 1.0868 3.0103 -0.5507
H 1.7320 2.3382 -3.3620
H 0.7558 0.9885 -3.5192
H 0.1512 2.3698 -2.5636
C -0.2588 -3.0691 0.7255
N -1.4697 -2.2623 0.5559
C -1.8257 -1.3947 1.5357
C -3.1668 -0.7130 1.3000
O -1.1165 -1.1492 2.4898
H 0.0356 -3.1411 1.7611
H -0.4174 -3.9978 0.1852
H 0.5092 -2.5639 0.1503
H -2.0822 -2.4913 -0.2056
H -3.9475 -1.4359 1.5570
H -3.2501 0.0739 2.0428
H -3.2154 -0.1490 0.3678
*
```

Below is C12H30KN3O7 as an isolated structure in a non-equilibrium geometry, with properties calculated with ωB97M-V/def2-TZVPD.

Its total energy is -1765.80771 a.u. The calculation puts the HOMO energy at -0.2112 Eh. The HOMO-LUMO gap is 4.66 eV. The calculation puts the maximum force at 4.8 eV/A.

Geometry as ORCA input:
```
! RIJCOSX wB97M-V def2-TZVPD def2/J DEFGRID3
* xyz 0 1
K 0.9613 -1.2652 -1.3524
N 2.3349 -7.1632 -0.8059
O 1.6534 -6.9687 0.1617
O 2.3956 -6.3664 -1.7303
O 2.9169 -8.2063 -0.8322
C 3.6772 -1.7363 3.2396
O 2.8224 -0.6165 2.9396
C 2.4759 0.1053 4.0585
C 1.7338 1.4520 3.7634
N 0.4794 1.2041 3.0647
C -0.4534 2.3571 3.0252
C -1.1503 2.5775 4.3855
O -1.9248 1.4340 4.6203
C -2.4718 1.3483 5.9335
H 4.5158 -1.5313 3.9051
H 3.9841 -2.1536 2.2805
H 3.1312 -2.5679 3.6851
H 3.2891 0.3166 4.7529
H 1.8016 -0.4840 4.6798
H 2.3343 2.1390 3.1672
H 1.5805 2.0469 4.6638
H -0.0207 0.4818 3.5631
H -1.2785 2.1747 2.3366
H 0.0372 3.2258 2.5861
H -1.7441 3.4882 4.3081
H -0.4181 2.7522 5.1738
H -3.0125 0.4086 5.8209
H -3.2141 2.1252 6.1167
H -1.7288 1.3254 6.7307
C 2.3196 2.3184 -2.8567
O 1.2556 1.6018 -3.4021
C 0.4341 2.3854 -4.2602
C -0.4612 1.4330 -5.1207
N -1.5078 0.8072 -4.2668
C -2.0896 -0.3431 -4.9858
C -3.1822 -1.0357 -4.1738
O -2.4308 -1.7884 -3.2092
C -3.1906 -2.7863 -2.4951
H 2.7786 1.6175 -2.1594
H 2.0219 3.2513 -2.3779
H 3.0609 2.4713 -3.6411
H 1.0851 2.8694 -4.9882
H -0.2290 3.0893 -3.7571
H 0.2093 0.6897 -5.5521
H -0.8326 1.9971 -5.9763
H -2.1996 1.5395 -4.1938
H -1.4566 -1.1190 -5.4163
H -2.4991 0.0835 -5.9015
H -3.7539 -1.6787 -4.8430
H -3.8427 -0.3195 -3.6849
H -2.5497 -3.0755 -1.6622
H -3.5268 -3.5829 -3.1589
H -4.1207 -2.3285 -2.1584
*
```

Below is a 2-piece molecular cluster, C3H9OS overall in a non-equilibrium geometry, with properties calculated with ωB97M-V/def2-TZVPD.

Its total energy is -593.09244 a.u. The calculation puts the HOMO energy at -0.1033 Eh. The HOMO-LUMO gap is 6.98 eV. The calculation puts the relative energy (zero: lowest compared OMol25 entry of this formula, charge and spin) at 50.48 kcal per mole. The calculation puts the maximum force at 7.3 eV/A.

Geometry as ORCA input:
```
! RIJCOSX wB97M-V def2-TZVPD def2/J DEFGRID3
* xyz -1 1
C -0.5341 0.8901 2.6423
O 0.7619 1.0158 2.4730
H -1.2250 0.3467 3.5586
H -1.2389 1.7868 2.5864
H -0.8255 0.2188 1.7314
C -0.4946 -0.8485 -2.0454
C 0.8554 -0.3009 -1.8177
S 1.5122 -0.5991 -0.1291
H -0.5632 -1.1729 -3.1421
H -1.4037 -0.2737 -1.8041
H -0.4820 -1.7387 -1.4091
H 1.6211 -0.7341 -2.3936
H 0.9024 0.8021 -1.9162
H 1.1139 0.6075 1.6657
*
```

Below is a 4-piece molecular cluster, C3H14NO4 overall in a non-equilibrium geometry, with properties calculated with ωB97M-V/def2-TZVPD.

Its total energy is -478.38136 a.u. The calculation puts the HOMO energy at -0.1878 Eh. The HOMO-LUMO gap is 8.84 eV. The calculation puts the relative energy (zero: lowest compared OMol25 entry of this formula, charge and spin) at 57.60 kcal per mole. The calculation puts the maximum force at 3.8 eV/A.

Geometry as ORCA input:
```
! RIJCOSX wB97M-V def2-TZVPD def2/J DEFGRID3
* xyz -1 1
C 0.7500 -0.8808 -0.0429
O 0.2180 0.2913 0.4688
C 0.3288 -2.0738 0.8388
C 0.9772 -1.8887 2.2135
N -1.1981 -2.2232 0.9915
H 1.7455 -0.5033 -0.4913
H 0.3166 -1.0691 -1.0901
H 0.6295 -3.1490 0.2606
H 0.6738 -0.9751 2.8692
H 0.4828 -2.6673 2.8963
H 2.0756 -1.9806 2.0820
H -1.5743 -1.3848 1.4474
H -1.7370 -2.0493 0.2008
H -0.6750 0.6006 -1.7998
H -0.0962 0.9410 -0.3738
O -0.4605 1.5382 -1.5869
H 0.2973 2.5574 -2.3945
H 0.0170 3.0180 -3.6632
O 0.7558 3.1051 -3.1157
H -0.9709 3.2332 -0.5509
H -1.0957 2.3845 0.5871
O -1.4602 3.1757 0.2530
*
```

Below is C37H59N7OPRh as an isolated structure, with properties calculated with ωB97M-V/def2-TZVPD.

Its total energy is -2355.23519 a.u. The calculation puts the HOMO energy (alpha / beta) at -0.4981 / -0.5027 Eh. The HOMO-LUMO gap (alpha / beta) is 9.23 / 7.45 eV. The calculation puts the maximum force at 0.3 eV/A.

Geometry as ORCA input:
```
! RIJCOSX wB97M-V def2-TZVPD def2/J DEFGRID3
* xyz 2 5
Rh 0.5137 0.2106 -0.9350
C -0.0144 3.0758 -2.0294
C 1.2377 3.8683 -1.6968
C 2.3447 3.2371 -0.8940
C 3.2207 4.0585 -0.1930
C 4.3438 3.5076 0.3995
C 4.5653 2.1452 0.2683
C 3.6244 1.3970 -0.4140
N 2.5274 1.9148 -0.9716
N 0.1372 1.7149 -2.6218
C -1.1760 1.3727 -3.2077
C -1.1880 -0.0415 -3.7081
C -1.7453 -0.3991 -4.9245
C -1.6549 -1.7209 -5.3347
C -0.9884 -2.6286 -4.5275
C -0.4674 -2.1829 -3.3248
N -0.5862 -0.9233 -2.9083
C 1.2176 1.5801 -3.6218
C 2.0736 0.3225 -3.5468
C 2.8958 0.0306 -4.6266
C 3.7219 -1.0784 -4.5744
C 3.7032 -1.8796 -3.4418
C 2.8552 -1.5283 -2.4108
N 2.0643 -0.4510 -2.4588
H -0.5998 3.6982 -2.7161
H -0.6161 2.9330 -1.1330
H 0.8960 4.7702 -1.1842
H 1.6908 4.2434 -2.6204
H 3.0337 5.1245 -0.1430
H 5.0458 4.1341 0.9362
H 5.4426 1.6697 0.6873
H 3.7478 0.3245 -0.5175
H -1.4214 2.0659 -4.0191
H -1.9311 1.5037 -2.4281
H -2.2262 0.3468 -5.5443
H -2.0783 -2.0321 -6.2815
H -0.8695 -3.6625 -4.8222
H 0.0710 -2.8573 -2.6686
H 1.9006 2.4218 -3.5290
H 0.7993 1.6415 -4.6308
H 2.8857 0.6723 -5.4992
H 4.3695 -1.3168 -5.4083
H 4.3290 -2.7570 -3.3584
H 2.7965 -2.1235 -1.5066
C -0.7311 4.0558 1.7174
N 0.2904 3.3427 2.4623
C 0.7212 3.9946 3.6978
C 1.3210 2.9886 4.6506
C 2.3786 2.2013 3.9131
N 1.8142 1.5986 2.7059
C 2.4354 0.3526 2.2978
C 0.8338 2.1995 1.9760
O 0.4234 1.7298 0.8846
H -1.6517 4.1181 2.3009
H -0.9383 3.5401 0.7886
H -0.3971 5.0734 1.5004
H -0.1529 4.4738 4.1388
H 1.4419 4.7857 3.4652
H 0.5450 2.3106 5.0135
H 1.7541 3.4945 5.5121
H 2.7636 1.3919 4.5330
H 3.2286 2.8405 3.6495
H 2.3805 -0.3642 3.1200
H 3.4865 0.5049 2.0467
H 1.9206 -0.0711 1.4460
C -2.4733 -3.7024 -0.9342
C -1.6441 -3.6467 0.3572
C -2.2564 -4.6677 1.3250
C -0.2029 -4.0729 0.0188
P -1.6341 -1.8951 1.0417
N -0.4435 -1.1031 0.2322
C -3.2775 -1.0348 0.8015
C -4.4815 -1.8429 1.2996
C -3.2279 0.2992 1.5667
C -3.4787 -0.6873 -0.6862
C -1.1170 -1.8745 2.8391
C 0.1224 -2.7757 2.9817
C -0.6738 -0.4528 3.2258
C -2.2138 -2.3249 3.8132
H -2.3048 -4.6789 -1.3938
H -2.1904 -2.9396 -1.6529
H -3.5410 -3.6203 -0.7402
H -2.2733 -5.6319 0.8104
H -3.2859 -4.4281 1.5952
H -1.6771 -4.8018 2.2348
H -0.2564 -4.9796 -0.5876
H 0.3811 -4.3084 0.9044
H 0.3323 -3.3099 -0.5444
H -4.4415 -2.0506 2.3677
H -4.6065 -2.7854 0.7670
H -5.3813 -1.2504 1.1157
H -3.2990 0.1561 2.6425
H -4.0947 0.8907 1.2654
H -2.3285 0.8798 1.3413
H -3.8957 -1.5116 -1.2575
H -2.5498 -0.3732 -1.1581
H -4.1909 0.1386 -0.7445
H 0.8996 -2.5196 2.2594
H -0.1083 -3.8344 2.8927
H 0.5294 -2.6210 3.9830
H -0.1163 0.0244 2.4244
H -0.0219 -0.5264 4.1002
H -1.5053 0.1889 3.4989
H -2.6595 -3.2843 3.5658
H -3.0094 -1.5842 3.8955
H -1.7627 -2.4220 4.8038
*
```